{"formula": "C12H15GdNO5", "method": "wB97M-V/def2-TZVPD", "orbital_gap_ev": [5.67, 3.12], "homo_ha": [-0.7074, -0.6580], "lumo_ha": [-0.4990, -0.5432], "s2": 16.1411, "spin_multiplicity": 8, "de_lowest_kj_mol": 0.0, "total_charge": 3, "elements": ["Gd", "O", "C", "C", "O", "C", "O", "C", "O", "C", "H", "H", "C", "H", "H", "O", "C", "C", "C", "C", "C", "C", "N", "H", "H", "H", "H", "H", "H", "H", "H", "H", "H", "H"], "positions_angstrom": [[-1.429, -0.263, -1.454], [0.050, -3.277, -2.576], [-0.505, -2.321, -2.310], [-2.052, 1.768, -0.310], [-2.320, 2.732, 0.271], [-2.859, -1.486, 0.021], [-3.500, -2.105, 0.763], [0.084, 1.010, -2.797], [0.862, 1.596, -3.428], [-4.868, -0.348, -5.208], [-4.076, -0.351, -5.984], [-5.238, -1.337, -4.869], [-5.317, 0.787, -4.672], [-6.077, 0.789, -3.864], [-4.915, 1.774, -4.979], [0.332, -0.684, -0.002], [0.968, -0.518, 1.074], [2.166, -1.363, 1.425], [3.466, -0.617, 1.522], [3.608, 0.182, 2.777], [2.627, 1.291, 3.007], [1.195, 0.887, 3.136], [0.599, 0.490, 1.867], [1.927, -1.911, 2.356], [2.198, -2.103, 0.616], [4.282, -1.368, 1.464], [3.605, 0.002, 0.633], [3.556, -0.504, 3.627], [4.626, 0.604, 2.803], [2.887, 1.821, 3.936], [2.707, 2.048, 2.227], [1.077, 0.042, 3.821], [0.564, 1.721, 3.558], [-0.230, 1.011, 1.550]], "atomic_forces_ev_per_a": [[0.872, -0.722, 0.153], [-1.652, 2.806, 0.755], [2.559, -4.775, -1.556], [-1.933, 6.658, 3.889], [1.257, -4.524, -2.731], [-4.780, -4.451, 5.385], [3.189, 3.073, -3.688], [5.604, 4.372, -4.628], [-3.877, -2.933, 3.153], [1.115, -1.938, -0.559], [-0.753, 0.019, 0.439], [0.120, 0.758, -0.402], [-0.408, 1.892, 1.254], [0.425, -0.002, -0.763], [-0.448, -0.742, 0.078], [-2.539, -0.035, -2.730], [1.127, 1.795, 2.672], [-1.416, -1.024, -0.688], [0.937, -0.228, -0.594], [1.108, -0.064, 0.798], [0.272, 1.153, 0.261], [-0.882, 0.322, 1.233], [-0.805, -0.754, -1.516], [0.129, 0.218, -0.189], [0.145, -0.017, 0.274], [-0.497, 0.367, 0.133], [-0.045, 0.123, -0.054], [0.065, -0.050, 0.072], [-0.347, -0.113, 0.038], [-0.004, -0.218, -0.206], [0.027, 0.131, -0.159], [0.051, 0.056, 0.094], [0.638, -0.837, -0.585], [0.747, -0.317, 0.365]]}